one.
DFT (ωB97M-V with the def2-TZVPD basis set) results for 2 unconnected molecules or ions with the total composition C9H14.

orbital gap = 0.3659 hartree

Structure (XYZ):
```
23
Properties=species:S:1:pos:R:3:mulliken_charge:R:1
C 1.0496 -0.7731 -2.0403 -1.47
C -0.7679 -0.4963 -0.3485 -0.56
C -0.0384 0.0707 -1.3656 0.87
C -1.5421 0.3517 0.4716 -0.55
C -1.6481 1.6701 0.0895 -0.21
C -0.3284 1.3750 -1.8283 -0.38
C -1.0748 2.2562 -1.0670 -0.62
H -0.3795 -1.4553 -0.0434 0.49
H -2.1350 -0.0051 1.3102 0.39
H 2.0062 -0.2207 -1.8457 0.30
H 0.8268 -0.6007 -3.0975 0.40
H -2.2587 2.2130 0.8272 0.26
H 0.3702 1.6478 -2.6184 0.33
H -1.3709 3.2779 -1.2840 0.37
H 1.1462 -1.7846 -1.6891 0.37
C 1.4052 -2.2005 1.9795 -0.37
C 1.6772 -1.0989 3.0335 -0.83
H 1.1433 -3.2138 2.3317 0.37
H 0.7025 -1.7806 1.2474 -0.23
H 2.3072 -2.3656 1.3575 0.26
H 2.4539 -0.4645 2.6210 0.25
H 1.8887 -1.5149 3.9966 0.32
H 0.7217 -0.5299 3.1642 0.23
```



two.
DFT (ωB97M-V with the def2-TZVPD basis set) results for 2 unconnected molecules or ions with the total composition C9H14.

orbital gap = 0.3658 hartree

Structure (XYZ):
```
23
Properties=species:S:1:pos:R:3:mulliken_charge:R:1
C -1.9402 1.1770 -1.5739 -1.26
C 0.3681 -0.2907 0.8896 0.12
C -0.2171 0.3293 -0.1874 -0.03
C -0.3074 -0.2301 2.0608 -0.66
C -1.5276 0.7577 -0.2360 0.47
C -1.6231 0.2240 2.0868 -0.31
C -2.2624 0.7868 0.9900 -0.64
H 1.3715 -0.7800 0.9467 0.06
H 0.4374 0.4084 -1.0704 0.16
H 0.1219 -0.7577 2.9344 0.30
H -2.0871 0.0710 3.0559 0.32
H -3.1052 1.0034 -1.6500 0.32
H -1.5081 0.5646 -2.3536 0.38
H -3.1315 1.3860 1.1496 0.38
H -1.9963 2.2640 -1.7202 0.29
C 3.0885 -0.5293 -1.0028 -0.44
C 3.0530 -1.7472 -1.8424 -0.88
H 3.9358 0.1838 -1.1150 0.34
H 2.2244 0.1152 -1.1809 0.02
H 3.0287 -0.7927 0.0616 0.21
H 2.8704 -1.6723 -2.9169 0.31
H 2.1717 -2.3453 -1.4902 0.24
H 3.8746 -2.5140 -1.7593 0.31
```



three.
DFT (ωB97M-V with the def2-TZVPD basis set) results for 2 unconnected molecules or ions with the total composition C9H14.

orbital gap = 0.3660 hartree

Structure (XYZ):
```
23
Properties=species:S:1:pos:R:3:mulliken_charge:R:1
C -0.0848 -1.0518 1.3107 -1.47
C 1.7785 -0.0271 -0.0284 -0.49
C 0.9612 0.0180 1.1053 0.96
C 2.7699 0.9421 -0.1603 -0.27
C 1.0614 1.0961 1.9801 -0.49
C 3.0619 1.8184 0.8783 -0.61
C 2.1222 1.9789 1.8948 -0.33
H 1.6054 -0.6459 -0.8958 0.34
H 3.2753 1.0997 -1.1093 0.34
H 0.1581 -1.9951 0.8334 0.42
H -1.0534 -0.7262 0.9352 0.17
H 0.3466 1.0650 2.7953 0.34
H 3.8514 2.5470 0.7328 0.32
H 2.2296 2.8460 2.5380 0.35
H -0.1908 -1.2324 2.3851 0.43
C -2.6131 -0.7678 -2.6325 -0.91
C -2.8907 -1.2101 -1.1915 -0.46
H -2.0233 -1.5390 -3.1251 0.26
H -3.5227 -0.5149 -3.1749 0.32
H -1.9726 0.1199 -2.6244 0.27
H -1.9440 -1.3979 -0.6988 -0.08
H -3.5997 -2.0344 -1.1377 0.32
H -3.3263 -0.3887 -0.6103 0.28
```



four.
DFT (ωB97M-V with the def2-TZVPD basis set) results for 2 unconnected molecules or ions with the total composition C9H14.

orbital gap = 0.3637 hartree

Structure (XYZ):
```
23
Properties=species:S:1:pos:R:3:mulliken_charge:R:1
C 0.0748 -2.9949 -2.7286 -0.91
C -0.4697 -1.6085 -2.3562 -0.66
H 0.3433 -3.0677 -3.7783 0.29
H 0.8698 -3.2542 -2.0286 0.28
H -0.6295 -3.7840 -2.4503 0.28
H 0.3158 -0.8853 -2.1682 0.17
H -1.1336 -1.3138 -3.1595 0.33
H -0.9808 -1.6312 -1.3948 0.22
C 1.5636 2.1199 -0.4683 -1.56
C -1.5812 0.9019 1.2919 -0.47
C -0.6999 1.6079 0.4617 -0.41
C -1.0633 -0.0570 2.1292 -0.49
C 0.6359 1.2856 0.3713 0.88
C 0.2502 -0.5090 1.9045 -0.41
C 1.0824 0.1194 1.0005 -0.48
H -2.6172 1.2179 1.3543 0.41
H -1.1268 2.4335 -0.0940 0.33
H -1.5481 -0.5229 2.9787 0.37
H 0.4806 -1.4768 2.3243 0.35
H 2.4725 1.6067 -0.7306 0.36
H 1.7344 3.0384 0.1247 0.40
H 2.0770 -0.2868 0.8818 0.35
H 1.0075 2.6474 -1.2482 0.37
```



Most stable of them? three.



one.
DFT (ωB97M-V with the def2-TZVPD basis set) results for 2 unconnected molecules or ions with the total composition C9H14.

orbital gap = 0.3691 hartree

Structure (XYZ):
```
23
Properties=species:S:1:pos:R:3:mulliken_charge:R:1
C -2.3316 -1.1775 -1.8861 -0.98
C -1.0643 -0.3342 -2.0362 -0.53
H -2.2466 -1.8589 -1.0426 0.27
H -3.2295 -0.5606 -1.8578 0.28
H -2.4743 -1.8010 -2.7726 0.36
H -1.1137 0.3896 -1.2238 0.10
H -0.1885 -0.9522 -1.8619 0.15
H -0.9131 0.1444 -3.0008 0.38
C -1.1538 -0.1494 1.6604 -1.25
C 0.2516 0.2095 1.2289 0.72
C 1.0037 -0.6163 0.4052 -0.37
C 0.8057 1.3952 1.7079 -0.51
C 2.2423 -0.2265 -0.0722 -0.50
C 2.1269 1.7008 1.3775 -0.54
C 2.8072 0.9351 0.4469 -0.42
H -1.1939 -1.1555 2.0769 0.31
H -1.9003 -0.0373 0.8737 0.20
H 0.6383 -1.5896 0.0989 0.51
H 0.1934 2.0924 2.2628 0.32
H 2.7906 -0.7628 -0.8324 0.40
H 2.6500 2.4769 1.9160 0.37
H 3.7503 1.3292 0.0875 0.34
H -1.4504 0.5485 2.4439 0.40
```



two.
DFT (ωB97M-V with the def2-TZVPD basis set) results for 2 unconnected molecules or ions with the total composition C9H14.

orbital gap = 0.3699 hartree

Structure (XYZ):
```
23
Properties=species:S:1:pos:R:3:mulliken_charge:R:1
C 1.1982 -1.2778 1.9949 -1.42
C 0.5968 -2.6799 0.0090 -0.35
C 0.7241 -1.3721 0.6605 0.74
C 0.3623 -2.8419 -1.3430 -0.38
C 0.3612 -1.7174 -2.1968 -0.31
C 0.4666 -0.2951 -0.1604 -0.19
C 0.4587 -0.5299 -1.6382 -0.54
H 0.7560 -3.6355 0.6713 0.20
H 0.2436 -3.7242 -2.0385 0.24
H 2.1246 -1.8013 2.2134 0.35
H 0.5391 -1.6571 2.7682 0.33
H 0.4197 -1.7188 -3.2799 0.35
H 0.4820 0.6965 0.3877 0.26
H 0.4922 0.3992 -2.1947 0.34
H 1.4054 -0.2791 2.4633 0.34
C -1.0152 2.7053 0.9052 -0.86
C -1.6599 2.7872 -0.4259 -0.79
H -0.7559 1.7859 1.1642 0.28
H -0.1582 3.4806 0.9084 0.23
H -1.5354 3.1227 1.7550 0.36
H -2.4472 3.6209 -0.6863 0.29
H -2.0876 1.8244 -0.7378 0.28
H -0.9711 3.1077 -1.1996 0.26
```



Most stable of them? one.



one.
DFT (ωB97M-V with the def2-TZVPD basis set) results for 2 unconnected molecules or ions with the total composition C9H14.

orbital gap = 0.3681 hartree

Structure (XYZ):
```
23
Properties=species:S:1:pos:R:3:mulliken_charge:R:1
C -1.4694 2.6563 -0.7721 -1.31
C -1.1457 1.2178 -1.1460 0.93
C -2.2212 0.3494 -1.4740 -0.57
C 0.1216 0.6903 -1.0213 -0.59
C -1.9733 -0.9738 -1.7208 -0.24
C 0.3370 -0.6440 -1.4057 -0.29
C -0.6740 -1.4966 -1.8053 -0.77
H -1.2408 3.1908 -1.7037 0.30
H -0.9182 3.1193 0.0369 0.35
H -3.2448 0.6780 -1.3598 0.28
H 0.8594 1.1742 -0.3936 0.33
H -2.8245 -1.6403 -1.7654 0.35
H 1.3421 -1.0018 -1.2206 0.51
H -0.3923 -2.5158 -2.0063 0.38
H -2.5401 2.7597 -0.6277 0.32
C 2.5612 -0.6109 2.6867 -0.91
C 1.4007 -1.2591 1.9699 -0.50
H 3.3997 -1.3157 2.6660 0.26
H 2.9699 0.2275 2.1054 0.28
H 2.4055 -0.2063 3.6743 0.31
H 0.4448 -0.7408 2.0802 0.29
H 1.5410 -1.3668 0.8973 -0.04
H 1.2615 -2.2914 2.3057 0.34
```



two.
DFT (ωB97M-V with the def2-TZVPD basis set) results for 2 unconnected molecules or ions with the total composition C9H14.

orbital gap = 0.3662 hartree

Structure (XYZ):
```
23
Properties=species:S:1:pos:R:3:mulliken_charge:R:1
C -0.5236 2.1268 -0.4217 -1.30
C -2.3768 -1.2769 0.0921 -0.59
C -2.2061 -1.7127 -1.2000 -0.33
C -1.9924 0.0646 0.3118 -0.26
C -1.1272 0.7221 -0.5117 0.49
C -1.3286 -1.1119 -2.0958 -0.45
C -0.7167 0.0552 -1.7094 -0.31
H -2.8535 -1.8609 0.8291 0.46
H -2.7820 -2.6221 -1.3749 0.30
H -2.3781 0.5374 1.2123 0.34
H -1.0769 -1.4903 -3.1021 0.34
H -0.8541 2.8560 0.3956 0.31
H -0.8442 2.6219 -1.3291 0.39
H -0.2719 0.5978 -2.5361 0.32
H 0.5562 2.1250 -0.2587 0.25
C 1.8915 -0.2968 1.5990 -0.34
C 3.3637 -0.0755 1.3630 -0.90
H 1.1192 0.1605 1.0032 -0.21
H 1.6524 -1.3939 1.4320 0.26
H 1.5243 -0.1422 2.6261 0.35
H 3.9552 -0.9559 1.1718 0.30
H 3.8267 0.5944 2.1054 0.26
H 3.4431 0.4774 0.3981 0.30
```



three.
DFT (ωB97M-V with the def2-TZVPD basis set) results for 2 unconnected molecules or ions with the total composition C9H14.

orbital gap = 0.3687 hartree

Structure (XYZ):
```
23
Properties=species:S:1:pos:R:3:mulliken_charge:R:1
C 0.9832 3.2578 -0.4312 -1.37
C -1.2270 -0.4030 -0.9617 -0.69
C -1.1532 0.4959 -2.0064 -0.29
C -0.6446 -0.0490 0.2460 -0.24
C -0.4830 1.6961 -1.8320 -0.49
C 0.1093 1.1007 0.4141 -0.59
C 0.1011 2.0353 -0.6232 0.81
H -1.8232 -1.3013 -0.9755 0.38
H -1.6382 0.3639 -2.9652 0.35
H -0.8522 -0.5930 1.1596 0.44
H -0.4343 2.3734 -2.6771 0.31
H 0.3823 1.2885 1.4455 0.34
H 0.5291 3.8752 0.3279 0.33
H 1.1930 3.9099 -1.2677 0.36
H 1.8835 2.9138 0.0776 0.33
C 0.2478 -3.6951 2.5056 -0.83
C 1.3374 -3.1390 1.6210 -0.72
H 0.0349 -3.1327 3.4175 0.28
H -0.6673 -3.8662 1.9480 0.27
H 0.6391 -4.6284 2.9262 0.32
H 1.3309 -3.5649 0.6183 0.26
H 1.3814 -2.0535 1.4574 0.11
H 2.3749 -3.1665 1.9678 0.34
```



Most stable of them? one.



one.
DFT (ωB97M-V with the def2-TZVPD basis set) results for 2 unconnected molecules or ions with the total composition C9H14.

orbital gap = 0.3640 hartree

Structure (XYZ):
```
23
Properties=species:S:1:pos:R:3:mulliken_charge:R:1
C -0.9230 3.0542 0.4732 -1.34
C 0.0003 -0.4456 1.5674 -0.73
C 0.0720 0.8094 0.9844 -0.13
C -1.2495 -1.0920 1.6267 -0.41
C -1.0754 1.5721 0.6943 0.56
C -2.3732 -0.4521 1.1142 -0.52
C -2.2740 0.8965 0.7776 -0.26
H 0.8923 -0.9153 1.9706 0.43
H 1.0444 1.1986 0.6849 0.32
H -1.3067 -2.1066 1.9449 0.39
H -3.2693 -1.0093 0.8800 0.38
H -0.1947 3.4568 1.1864 0.33
H -1.8345 3.6531 0.5061 0.35
H -3.2551 1.3817 0.6604 0.28
H -0.3608 3.2519 -0.4484 0.32
C 1.9540 -1.8017 -1.1073 -0.65
C 2.0688 -1.5002 -2.5840 -0.91
H 2.3425 -0.9883 -0.4756 0.16
H 0.9421 -2.0774 -0.7834 0.23
H 2.5690 -2.6290 -0.7168 0.36
H 1.9353 -2.3963 -3.2017 0.28
H 3.0283 -1.0367 -2.8399 0.28
H 1.2671 -0.8239 -2.9140 0.27
```



two.
DFT (ωB97M-V with the def2-TZVPD basis set) results for 2 unconnected molecules or ions with the total composition C9H14.

orbital gap = 0.3692 hartree

Structure (XYZ):
```
23
Properties=species:S:1:pos:R:3:mulliken_charge:R:1
C -2.8594 0.6819 -0.1166 -0.71
C -3.0633 1.6770 1.0183 -0.88
H -2.2990 1.1116 -0.9371 0.22
H -2.3212 -0.1904 0.2547 0.22
H -3.8352 0.3487 -0.4581 0.33
H -3.6876 2.5189 0.7047 0.30
H -3.5504 1.3065 1.9206 0.29
H -2.1184 2.1183 1.3481 0.24
C 1.4583 -1.1916 1.8818 -1.50
C 1.0431 0.4018 0.0052 -0.48
C 1.4547 -0.8608 0.4091 0.87
C 1.1908 0.7626 -1.3294 -0.43
C 1.9804 -1.7604 -0.5106 -0.44
C 1.7300 -0.1201 -2.2455 -0.48
C 2.1095 -1.3895 -1.8395 -0.38
H 0.5050 1.0767 0.6555 0.32
H 1.0096 1.7870 -1.6250 0.39
H 1.3375 -2.2084 2.2016 0.39
H 0.7731 -0.5564 2.4494 0.33
H 2.1855 -2.7796 -0.2091 0.35
H 1.8996 0.1595 -3.2790 0.37
H 2.6133 -2.0277 -2.5461 0.36
H 2.4441 -0.8655 2.2469 0.31
```



three.
DFT (ωB97M-V with the def2-TZVPD basis set) results for 2 unconnected molecules or ions with the total composition C9H14.

orbital gap = 0.3691 hartree

Structure (XYZ):
```
23
Properties=species:S:1:pos:R:3:mulliken_charge:R:1
C -2.1096 -1.1011 -1.1207 -1.39
C -0.4462 -2.7774 1.8601 -0.51
C -1.2022 -2.5945 0.7178 -0.38
C 0.3715 -1.7535 2.3358 -0.26
C -1.2380 -1.3480 0.0856 0.53
C 0.4353 -0.5433 1.6683 -0.65
C -0.3880 -0.3612 0.5594 -0.05
H -0.5759 -3.7099 2.3952 0.35
H -1.7368 -3.4104 0.2537 0.37
H 1.0180 -2.0550 3.1511 0.34
H 1.3418 0.0465 1.7275 0.27
H -2.2742 -0.0354 -1.2448 0.38
H -3.0849 -1.5658 -0.9709 0.39
H -0.2778 0.5421 -0.0310 0.27
H -1.6762 -1.5677 -2.0065 0.29
C 1.8462 3.0402 -0.5629 -0.79
C 1.0515 2.4862 -1.7699 -0.86
H 2.4368 2.2391 -0.1200 0.21
H 2.5204 3.8459 -0.8536 0.34
H 1.2184 3.4896 0.2014 0.26
H 0.0784 2.9565 -1.8808 0.24
H 1.0288 1.4009 -1.7655 0.28
H 1.6628 2.7761 -2.6292 0.35
```



four.
DFT (ωB97M-V with the def2-TZVPD basis set) results for 2 unconnected molecules or ions with the total composition C9H14.

orbital gap = 0.3619 hartree

Structure (XYZ):
```
23
Properties=species:S:1:pos:R:3:mulliken_charge:R:1
C 0.6136 1.6239 -1.0117 -1.39
C 3.4821 -0.6234 -0.1686 -0.71
C 2.7822 -1.8445 -0.0863 -0.40
C 2.5940 0.4348 -0.3308 -0.45
C 1.2290 0.2741 -0.6598 0.79
C 1.4140 -2.1524 -0.3369 -0.76
C 0.6780 -0.9837 -0.6059 -0.13
H 4.5244 -0.6869 -0.1725 0.44
H 3.3857 -2.6906 -0.3094 0.31
H 2.9803 1.4282 -0.3423 0.36
H 0.9024 -3.0256 -0.3977 0.50
H 1.3453 2.2798 -1.6995 0.35
H 0.4036 2.1935 -0.1016 0.28
H -0.3049 -0.9577 -1.0489 0.37
H -0.2787 1.3726 -1.5273 0.42
C -2.5820 0.5831 0.6112 -0.51
C -3.7856 0.2871 1.6331 -0.89
H -1.7303 1.1781 0.8815 0.24
H -2.2073 -0.3854 0.2266 0.13
H -2.8661 1.1437 -0.3563 0.27
H -3.6402 -0.6346 2.2206 0.28
H -4.7832 0.0794 1.0770 0.24
H -4.1562 1.1062 2.5056 0.24
```



Most stable of them? two.